Here is a 19-piece molecular cluster, C6H47N2O18 overall in a non-equilibrium geometry from OMol25. Energies are from ωB97M-V/def2-TZVPD.

Output
HOMO-LUMO gap, eV: 10.48
Net charge: +1
HOMO, Eh: -0.47061

```
73
Properties=species:S:1:pos:R:3:forces:R:3:mulliken_charge:R:1
C 3.66707 -17.63353 -16.00537 -0.2 0.5 -0.1 -1.010
C 3.94534 -19.06692 -15.50949 1.0 1.6 -0.8 -0.417
N 4.05056 -20.01058 -16.65030 1.2 -1.5 -3.0 0.278
C 2.95822 -20.48620 -17.37601 1.7 -1.6 -1.2 -0.373
C 3.43748 -21.37982 -18.39271 -0.4 2.1 2.6 -0.786
N 4.84532 -21.36075 -18.31085 -1.9 1.3 0.6 0.315
C 5.17386 -20.47984 -17.34782 -1.1 -0.2 1.6 -0.394
C 5.80650 -22.16690 -19.09776 0.2 0.3 0.6 -0.761
H 3.47509 -16.99073 -15.14627 -0.3 -0.2 0.1 0.396
H 2.84384 -17.53830 -16.71340 -0.3 -0.3 0.3 0.251
H 4.48090 -17.10574 -16.50257 0.5 -0.7 -0.1 0.337
H 3.19849 -19.35034 -14.76787 0.0 -0.6 -0.5 0.355
H 4.91266 -19.00002 -15.01158 0.0 -0.6 0.0 0.197
H 1.97991 -20.11981 -17.10202 -0.1 -0.4 -0.2 0.601
H 2.83664 -22.02098 -19.02065 0.4 0.1 -0.2 0.544
H 6.20588 -20.28008 -17.09998 -0.1 0.1 0.3 0.546
H 6.70768 -22.21394 -18.48639 -0.1 -0.3 0.0 0.250
H 6.10770 -21.70607 -20.03850 -0.5 0.1 0.0 0.282
H 5.38563 -23.16008 -19.25444 0.1 0.2 0.0 0.361
O 1.89973 -12.49596 -15.28506 0.0 -0.1 0.3 -0.627
H 2.60360 -12.30829 -15.90601 0.2 0.1 -0.1 0.314
H 1.20738 -12.88685 -15.81807 -0.2 -0.1 -0.1 0.314
O -0.81842 -21.48464 -15.09240 0.1 0.0 -0.4 -0.572
H -1.29215 -20.95712 -14.44934 -0.2 0.2 0.1 0.298
H -0.22906 -22.02824 -14.56955 0.1 -0.2 0.2 0.297
O 10.58762 -20.68201 -16.78381 -0.3 0.3 0.0 -0.590
H 11.45891 -20.53735 -17.15281 0.3 0.1 -0.1 0.296
H 10.54546 -21.62597 -16.63088 -0.1 -0.3 0.1 0.321
O 5.77527 -24.60384 -23.29666 0.4 0.1 0.1 -0.626
H 5.13920 -23.92968 -23.53570 -0.3 0.2 0.0 0.317
H 5.24429 -25.32816 -22.96553 -0.1 -0.2 0.0 0.312
O 3.00454 -22.54966 -23.57397 0.5 0.1 0.2 -0.632
H 2.05891 -22.47214 -23.44746 -0.4 -0.1 0.2 0.294
H 3.15045 -22.26223 -24.47526 0.0 0.0 -0.3 0.332
O -0.21395 -17.51718 -18.58324 0.4 0.0 0.1 -0.626
H -1.05874 -17.83624 -18.26582 -0.4 -0.3 0.1 0.328
H -0.43279 -16.76497 -19.13325 -0.1 0.2 -0.1 0.301
O 8.63333 -17.56824 -16.83690 -0.3 0.0 0.2 -0.629
H 9.13285 -18.38417 -16.86810 0.3 -0.3 0.0 0.302
H 8.47857 -17.34634 -17.75507 0.0 0.2 -0.2 0.313
O -2.99647 -19.52650 -18.13632 0.2 0.3 0.1 -0.613
H -3.43584 -19.83591 -18.92844 -0.2 0.0 -0.2 0.316
H -2.64026 -20.31885 -17.73440 0.1 -0.2 0.2 0.301
O 5.87514 -24.60685 -14.86018 -0.4 -0.1 -0.1 -0.635
H 6.04109 -24.18195 -14.01866 0.1 0.1 0.2 0.315
H 6.64067 -24.39143 -15.39291 0.4 0.0 -0.2 0.309
O 8.90111 -24.01750 -16.30282 -0.3 0.4 0.2 -0.621
H 9.17258 -24.04522 -17.22030 0.1 -0.2 -0.5 0.316
H 9.55335 -24.54648 -15.84349 0.1 -0.2 0.2 0.294
O 0.98912 -14.20403 -11.30643 0.0 -0.2 0.2 -0.638
H 1.84813 -13.96979 -11.65779 0.2 0.1 -0.1 0.319
H 0.36804 -13.89959 -11.96809 -0.2 0.1 -0.1 0.318
O 4.00198 -16.31857 -20.06501 0.2 0.1 0.2 -0.627
H 3.95472 -17.09111 -20.62820 0.0 -0.3 -0.3 0.310
H 3.16495 -16.30843 -19.60078 -0.2 0.0 0.1 0.304
O 10.49931 -24.61417 -19.49392 -0.2 0.2 0.4 -0.620
H 11.36316 -25.02422 -19.45094 0.2 -0.1 0.0 0.307
H 10.18452 -24.80961 -20.37651 -0.1 0.0 -0.5 0.318
O 7.63515 -20.59749 -13.58353 -0.3 -0.1 -0.2 -0.619
H 7.59144 -20.08074 -12.77898 0.0 0.1 0.3 0.305
H 8.47302 -20.35620 -13.97849 0.3 0.0 -0.1 0.312
O 4.02459 -19.08977 -22.47423 0.0 0.2 0.3 -0.610
H 4.12040 -20.03753 -22.56809 -0.1 -0.3 0.0 0.326
H 3.84779 -18.77740 -23.36159 0.0 0.2 -0.2 0.305
O 9.73651 -24.72108 -23.03241 0.1 0.0 0.4 -0.625
H 8.86068 -24.38496 -23.22269 -0.4 0.0 0.0 0.316
H 10.11340 -24.90905 -23.89197 0.2 -0.1 -0.2 0.311
O -0.65549 -22.48242 -21.83715 0.3 -0.1 -0.3 -0.618
H -1.05422 -21.66195 -22.12712 -0.1 0.2 -0.1 0.310
H -0.83768 -22.51908 -20.89817 0.0 -0.1 0.5 0.302
O -0.84387 -23.18080 -18.47179 0.1 0.2 -0.3 -0.586
H -0.53958 -24.08610 -18.40798 0.0 -0.3 0.0 0.299
H -0.76862 -22.83896 -17.58088 -0.1 0.2 0.4 0.291
```
Forces are in eV/Å.

---

Here is Cl2F2Mg2 as an isolated structure in a non-equilibrium geometry from OMol25. Energies are from ωB97M-V/def2-TZVPD.

Output
HOMO-LUMO gap, eV: 4.99
HOMO, Eh: -0.33110

```
6
Properties=species:S:1:pos:R:3:forces:R:3:mulliken_charge:R:1
Mg 0.21625 -2.08382 0.76744 -0.2 1.6 -0.6 1.481
Mg -0.21203 0.58191 -0.13865 -0.1 1.1 -0.7 1.009
F -0.32184 -1.31679 -0.81319 0.2 -0.8 0.2 -0.639
F -0.24973 -0.49764 1.56197 0.0 -0.6 0.4 -0.620
Cl 2.01117 1.10364 -0.15923 0.0 -0.6 0.2 -0.611
Cl -1.44383 2.21271 -1.21834 0.1 -0.6 0.5 -0.620
```
Forces are in eV/Å.

---

Here is one molecule with the formula C19H19Cl2NO5 from OMol25. Energies are from ωB97M-V/def2-TZVPD.

Output
HOMO-LUMO gap, eV: 8.54
Structure (SMILES): COc1ccc(NC(=O)COC(=O)CCCOc2ccc(Cl)cc2Cl)cc1
HOMO, Eh: -0.29219

```
46
Properties=species:S:1:pos:R:3:forces:R:3:mulliken_charge:R:1
C -6.58959 -1.11852 -0.94844 -0.1 -0.2 0.0 -0.851
O -5.94335 0.09655 -0.65965 0.1 0.2 0.1 -0.448
C -4.69021 0.05673 -0.12715 0.2 0.2 0.1 0.786
C -3.98477 -1.10446 0.16958 -0.3 0.0 -0.1 -0.351
C -2.71254 -1.02135 0.70506 0.1 0.3 0.1 -0.914
C -2.11959 0.21004 0.95380 -0.4 0.0 0.0 0.142
N -0.81846 0.22112 1.47808 0.0 -0.5 0.0 0.122
C -0.07517 1.27989 1.85966 0.6 -0.4 0.1 0.474
O -0.42252 2.43903 1.87060 0.0 0.2 0.1 -0.644
C 1.31681 0.88910 2.36770 0.1 0.7 0.1 -0.504
O 1.75887 -0.36778 1.85942 -0.4 -0.2 0.1 -0.382
C 3.03093 -0.43644 1.44049 0.3 -0.2 0.0 0.580
O 3.79690 0.48813 1.47328 0.0 0.0 0.1 -0.588
C 3.38970 -1.82639 0.96000 0.1 0.1 -0.1 -0.558
C 4.42032 -1.74868 -0.17113 -0.2 0.1 -0.1 -0.691
C 3.76227 -1.80450 -1.56380 0.4 -0.2 0.0 -0.700
O 2.42523 -1.35617 -1.59696 -0.2 0.2 0.0 -0.535
C 2.12227 -0.03891 -1.47892 -0.2 0.2 -0.1 0.307
C 3.02605 1.01312 -1.39636 0.0 -0.3 -0.1 -0.314
C 2.58161 2.31736 -1.26211 -0.2 0.1 0.0 -0.875
C 1.22454 2.58859 -1.22084 0.2 -0.3 0.0 0.329
Cl 0.66914 4.20606 -1.04041 -0.1 0.3 0.0 -0.237
C 0.29796 1.56048 -1.32415 0.2 0.0 0.0 -0.924
C 0.75398 0.26435 -1.44948 0.2 0.0 -0.1 0.889
Cl -0.37341 -1.03341 -1.58368 -0.1 -0.1 -0.1 -0.141
C -2.82794 1.37411 0.66485 0.1 0.1 0.0 -0.350
C -4.09531 1.29257 0.13078 -0.3 -0.3 -0.1 -0.799
H -7.55785 -0.84558 -1.36515 0.1 -0.1 0.0 0.241
H -6.03205 -1.70586 -1.68540 0.0 0.0 0.0 0.336
H -6.74199 -1.71848 -0.04513 0.0 0.0 0.0 0.333
H -4.40922 -2.07871 -0.01337 -0.1 -0.1 0.0 0.381
H -2.17160 -1.93077 0.92462 0.1 -0.1 0.0 0.393
H -0.36794 -0.68374 1.52449 0.0 0.2 0.0 0.211
H 1.28035 0.83173 3.46217 0.0 0.0 -0.2 0.303
H 2.02759 1.67212 2.08512 -0.3 -0.1 0.0 0.393
H 2.48794 -2.35349 0.65005 0.0 0.0 0.1 0.352
H 3.81646 -2.34832 1.81939 -0.1 0.0 0.0 0.376
H 5.12482 -2.57690 -0.10195 0.0 0.0 0.0 0.456
H 4.98217 -0.82205 -0.04166 0.1 -0.1 0.0 0.319
H 4.37306 -1.26631 -2.29828 -0.1 -0.1 0.0 0.333
H 3.67750 -2.84652 -1.88527 0.1 0.2 0.0 0.429
H 4.08664 0.82631 -1.42099 0.1 -0.1 0.0 0.321
H 3.29556 3.12095 -1.18354 0.1 0.1 0.0 0.449
H -0.76046 1.76447 -1.29885 -0.1 0.0 0.0 0.564
H -2.38242 2.33423 0.86406 0.0 0.0 0.0 0.565
H -4.65228 2.18632 -0.10055 -0.1 0.1 0.0 0.423
```
Forces are in eV/Å.

---

Here is one molecule with the formula C4H11NS in a non-equilibrium geometry from OMol25. Energies are from ωB97M-V/def2-TZVPD.

Output
HOMO-LUMO gap, eV: 9.63
Structure (SMILES): CCSCNC
HOMO, Eh: -0.31467

```
17
Properties=species:S:1:pos:R:3:forces:R:3:mulliken_charge:R:1
C -2.85966 -0.28220 -1.26601 1.6 0.1 0.1 -0.946
C -1.88526 -0.72777 -0.11482 -1.4 -0.2 -0.5 -0.497
S -0.69204 0.53730 0.36680 0.1 -0.1 0.2 -0.145
C 0.85251 -0.37045 0.04948 1.0 2.2 -0.8 -0.575
N 1.95158 0.62111 0.26454 -1.2 -0.4 1.2 -0.430
C 3.25018 -0.01563 0.38546 0.5 0.3 -0.4 -0.833
H -3.69835 0.17693 -0.76719 -0.3 0.4 -0.4 0.266
H -2.29754 0.40400 -1.90780 -0.4 0.3 0.2 0.286
H -3.19768 -1.04169 -1.96586 -0.1 -0.5 0.5 0.316
H -2.55176 -0.89743 0.73368 0.4 -0.3 0.2 0.351
H -1.35186 -1.64686 -0.33959 0.0 0.0 0.0 0.325
H 0.98442 -1.23852 0.69076 -0.2 -0.4 -0.3 0.385
H 0.90856 -0.44924 -1.03449 -0.3 -1.4 0.0 0.350
H 1.69197 1.07209 1.14113 0.5 0.1 0.0 0.242
H 3.93951 0.67911 0.88065 -0.1 -0.1 -0.3 0.334
H 3.28953 -0.94676 0.97046 -0.2 0.0 -0.1 0.317
H 3.61849 -0.19466 -0.64155 0.1 -0.2 0.5 0.252
```
Forces are in eV/Å.